[1]
Entry from OMol25: a single CHN3O2S molecule (ωB97M-V with the def2-TZVPD basis set).

Geometry as XYZ:
```
8
Properties=species:S:1:pos:R:3:mulliken_spin:R:1
C -1.9254 0.6479 0.3341 -0.12
N -2.5236 0.6427 1.3112 0.40
N 0.6183 0.4076 -0.2341 0.29
N 1.0758 -0.8631 -0.1215 0.00
O 2.1967 -0.9524 0.3021 0.03
O 0.3234 -1.7407 -0.4264 0.02
S -1.0180 0.6808 -1.0874 1.38
H 1.2529 1.1772 -0.0780 0.00
```

Summary:
spin multiplicity: 3
energy above the lowest of the compared OMol25 structures with the same formula, charge and spin: 64.0 kcal per mole
<S²>: 2.0228



[2]
Entry from OMol25: 2 unconnected molecules or ions with the total composition C3H11N2OP (ωB97M-V with the def2-TZVPD basis set).

Geometry as XYZ:
```
18
Properties=species:S:1:pos:R:3:nbo_charge:R:1
C -1.8492 0.9153 -0.5748 -0.48
C -2.0084 -1.2291 0.2387 -0.49
C 2.0698 1.4201 0.4584 -1.02
N 2.0238 -1.4112 0.3232 -1.18
N -1.1927 -0.0757 0.2668 -0.38
O 2.0646 0.0523 -1.8516 -1.06
P 1.5717 -0.0693 -0.5119 1.86
H -1.7873 0.5758 -1.6184 0.20
H -2.9985 0.9028 -0.3324 0.19
H -1.4195 1.9815 -0.4602 0.21
H -3.0313 -1.0259 0.6628 0.20
H -2.3925 -1.4490 -0.7770 0.19
H -1.6271 -2.0748 0.8746 0.21
H 1.7859 1.3510 1.5697 0.24
H 3.1924 1.3907 0.5008 0.25
H 1.5326 2.3422 0.1271 0.26
H 2.4921 -2.0949 -0.0912 0.40
H 1.5736 -1.5018 1.1954 0.41
```

Summary:
energy above the lowest of the compared OMol25 structures with the same formula, charge and spin: 81.3 kcal per mole



[3]
Entry from OMol25: a single C4H4O2 molecule (ωB97M-V with the def2-TZVPD basis set).

Geometry as XYZ:
```
10
Properties=species:S:1:pos:R:3:nbo_charge:R:1
C 1.7102 0.9079 -0.1005 -0.37
C 0.7591 0.0257 0.1000 -0.04
C -0.1066 -1.0540 0.3347 0.40
O -0.1650 -2.2173 -0.0293 -0.57
C -0.9988 0.0542 0.0758 0.07
O -1.9537 -0.1016 -0.8779 -0.66
H 1.3966 1.7320 -0.7226 0.22
H 2.7390 0.9116 0.2647 0.23
H -1.2001 0.9055 0.7166 0.22
H -1.9084 -1.0240 -1.1846 0.50
```

Summary:
SMILES: C=C1C(=O)[C@@H]1O
energy above the lowest of the compared OMol25 structures with the same formula, charge and spin: 70.6 kcal per mole



[4]
Entry from OMol25: a molecular structure, C21H37NOP2SiW (ωB97M-V with the def2-TZVPD basis set).

Geometry as XYZ:
```
64
Properties=species:S:1:pos:R:3:mulliken_spin:R:1
W 0.1375 0.1313 0.0219 1.74
Si 2.3550 0.5162 -0.6827 0.05
P -0.3317 0.4306 -2.5137 0.01
N -0.0425 -1.6792 -0.1812 0.00
H 0.3203 1.5354 0.9649 0.10
C -2.1525 0.5125 -2.7266 0.01
H -2.4110 0.6906 -3.7842 0.00
H -2.5409 1.3264 -2.0946 0.00
H -2.5994 -0.4434 -2.4094 0.00
C 0.3347 1.8817 -3.4262 0.00
H -0.0714 1.8871 -4.4513 0.00
H 1.4291 1.8298 -3.4845 0.00
H 0.0379 2.7933 -2.8914 0.00
C 0.0389 -0.9304 -3.7048 0.00
H -0.2705 -0.6483 -4.7219 0.00
H -0.5034 -1.8376 -3.4217 0.00
H 1.1065 -1.1617 -3.7169 0.00
C 3.0188 2.2704 -0.2906 0.04
H 2.7769 2.5592 0.7467 -0.01
H 2.6079 2.9928 -1.0160 -0.01
H 4.1141 2.2118 -0.4041 0.00
H 3.4075 -0.3107 -0.0003 0.01
H 2.7223 0.3825 -2.1360 0.01
C 0.0107 -3.0064 -0.3420 0.02
C -1.1639 -5.1277 -0.3384 0.02
C -1.1529 -3.7750 -0.0461 -0.01
C 1.1948 -3.6356 -0.8329 -0.03
C 1.1603 -4.9916 -1.1238 0.01
C -0.0126 -5.7384 -0.8845 -0.02
H -2.0666 -5.7066 -0.1241 0.00
H -1.9988 -3.2285 0.3950 0.00
H 2.0909 -3.0051 -0.9657 0.00
H 2.0625 -5.4762 -1.5191 0.00
H -0.0217 -6.8114 -1.0902 0.00
C -0.6878 2.5375 0.4330 -0.02
O -1.1643 2.5666 -0.7857 0.07
C -1.7953 2.5376 1.5248 -0.04
H -1.7149 3.5049 2.0613 0.00
H -1.7367 1.6999 2.2579 0.02
H -2.7926 2.5162 1.0409 -0.01
C 0.1664 3.8629 0.5813 0.01
H -0.0715 4.5357 -0.2932 0.00
H 1.2459 3.6618 0.5583 0.00
H -0.0741 4.3880 1.5244 0.00
C 2.2399 -1.4422 2.5364 0.01
P 0.8041 -0.3229 2.3308 0.00
C -0.5016 -1.3348 3.1194 0.02
C 1.1830 0.9961 3.5999 -0.02
C 2.4817 1.5242 3.6768 0.00
C 2.7529 2.6146 4.5103 0.00
C 1.7316 3.1941 5.2797 0.00
C 0.4451 2.6540 5.2177 0.00
C 0.1732 1.5373 4.4159 0.00
H 2.0022 -2.4231 2.1000 0.00
H 2.4430 -1.5580 3.6136 0.00
H 3.1317 -1.0337 2.0482 0.00
H -0.1547 -1.6816 4.1082 0.01
H -1.4337 -0.7664 3.2364 0.00
H -0.7189 -2.2156 2.4952 -0.01
H 3.2883 1.0939 3.0726 0.00
H 3.7617 3.0274 4.5453 0.00
H 1.9459 4.0567 5.9174 0.00
H -0.3632 3.1080 5.7985 0.00
H -0.8313 1.1045 4.4203 0.00
```

Summary:
spin multiplicity: 3
energy above the lowest of the compared OMol25 structures with the same formula, charge and spin: 8.0 kcal per mole
<S²>: 2.0239



[5]
Entry from OMol25: a molecular structure, C25H19BeBrF6N4O5S2 (ωB97M-V with the def2-TZVPD basis set).

Geometry as XYZ:
```
63
Properties=species:S:1:pos:R:3:nbo_charge:R:1
Be -0.8375 1.7009 -0.1479 1.62
F 4.2870 0.3731 0.2871 -0.29
C 3.3001 0.6033 -0.5648 0.75
F 2.8303 -0.5472 -1.0223 -0.30
F 3.7428 1.3332 -1.5797 -0.30
S 1.9742 1.5656 0.2660 2.22
O 0.8832 1.5575 -0.7308 -1.04
O 2.5152 2.8343 0.6328 -0.88
N 1.6272 0.6009 1.4785 -1.18
S 0.4206 1.0451 2.3829 2.22
O -0.6522 1.6543 1.5499 -1.07
O 0.0260 0.0053 3.2703 -0.89
C 0.9522 2.4684 3.4726 0.76
F 0.7825 3.6250 2.8657 -0.29
F 0.2127 2.4314 4.5711 -0.29
F 2.2287 2.3026 3.7898 -0.30
Br -3.8287 1.4018 0.7234 0.03
C -3.9166 3.1829 0.0731 -0.07
C -5.1351 3.7761 0.2290 -0.25
C -5.3310 5.1044 -0.1940 -0.21
C -4.2905 5.7802 -0.7478 -0.18
C -3.0241 5.1678 -0.9176 -0.08
C -1.9828 5.9256 -1.5087 -0.18
C -0.7675 5.3621 -1.7185 -0.22
C -0.5456 4.0198 -1.3379 -0.22
C -1.4866 3.2146 -0.7355 -0.69
C -2.7824 3.8193 -0.5185 0.00
H -5.9457 3.2250 0.6830 0.22
H -6.2995 5.5707 -0.0717 0.22
H -4.4114 6.8057 -1.0752 0.21
H -2.1810 6.9542 -1.7849 0.21
H 0.0350 5.9326 -2.1689 0.21
H 0.4434 3.6234 -1.5465 0.20
C 5.0530 -3.9663 -0.6500 -0.63
C 3.6116 -4.2776 -0.3511 -0.03
C 2.9580 -3.7148 0.7373 -0.18
C 1.6327 -4.0081 1.0255 -0.26
C 0.9253 -4.8731 0.2027 0.21
N -0.4315 -5.2230 0.4477 -0.67
C -1.3356 -4.5390 1.2259 0.79
O -2.1484 -5.1007 1.9254 -0.60
N -1.2772 -3.1493 1.1775 -0.65
C -1.1043 -2.3035 0.0810 0.21
C -0.7616 -2.6925 -1.2085 -0.21
C -0.6443 -1.7218 -2.1915 -0.21
C -0.8360 -0.3935 -1.8771 0.03
N -1.1644 -0.0181 -0.6363 -0.59
C -1.3164 -0.9467 0.3016 0.00
C 1.5628 -5.4469 -0.8921 -0.26
C 2.8898 -5.1558 -1.1560 -0.18
H 5.4241 -3.1674 -0.0092 0.22
H 5.1824 -3.6541 -1.6871 0.22
H 5.6844 -4.8423 -0.4920 0.22
H 3.4969 -3.0394 1.3908 0.22
H 1.1580 -3.5618 1.8875 0.23
H -0.6424 -6.2106 0.4274 0.42
H -1.7664 -2.7428 1.9629 0.42
H -0.6110 -3.7310 -1.4590 0.24
H -0.3969 -2.0032 -3.2047 0.23
H -0.7251 0.3949 -2.6082 0.22
H -1.6424 -0.5989 1.2765 0.22
H 1.0116 -6.1207 -1.5373 0.22
H 3.3702 -5.6117 -2.0138 0.21
```

Summary:
energy above the lowest of the compared OMol25 structures with the same formula, charge and spin: 4.3 kcal per mole



[6]
Entry from OMol25: a single C3H6N2O molecule (ωB97M-V with the def2-TZVPD basis set).

Geometry as XYZ:
```
12
Properties=species:S:1:pos:R:3:nbo_charge:R:1
H -1.4189 1.3887 -1.5101 0.34
N -0.4759 1.0031 -1.5193 -0.64
C -0.1905 0.4911 -0.3946 0.44
C -1.0867 0.4688 0.8217 -0.70
N 1.1176 -0.0265 -0.2520 -0.65
C 1.3589 -1.3482 0.0583 0.54
O 2.3507 -1.9407 -0.2954 -0.57
H -2.0663 0.0534 0.5771 0.23
H -1.2410 1.4991 1.1578 0.24
H -0.6645 -0.0843 1.6609 0.23
H 1.7539 0.3155 -0.9651 0.42
H 0.5628 -1.8199 0.6607 0.11
```

Summary:
SMILES: [H]/N=C(\C)NC=O
energy above the lowest of the compared OMol25 structures with the same formula, charge and spin: 17.2 kcal per mole



Q: Among the records above, which one has the highest energy above the lowest of the compared OMol25 structures with the same formula, charge and spin?
A: C3H11N2OP